Entry 1:
Computed, not measured: a cluster of 2 separate species, C4H6N2O in total, with ωB97M-V/def2-TZVPD.

LUMO level = -0.3 eV
SMILES = [H]/N=C1\C=CNC1=O.[H][H]
Orbital gap = 8.828 eV

```
! wB97M-V def2-TZVPD RIJCOSX def2/J DEFGRID3
* xyz 0 1
N 1.4536 -0.7580 1.3610
C 0.6452 -0.0059 0.7333
C 0.6260 0.0074 -0.8009
O 1.3023 -0.6195 -1.5786
N -0.3721 0.9161 -1.1213
C -0.9449 1.4464 0.0331
C -0.3899 0.9493 1.1516
H -0.6160 -3.0733 -0.9860
H 1.3282 -0.6442 2.3703
H 0.0044 -2.7268 -1.2058
H -0.6400 1.1292 -2.0681
H -1.7416 2.1750 -0.0572
H -0.6552 1.2041 2.1686
*
```

These are the Mulliken partial charges, in e, on atoms 1 to 4: atom 1 (N): -0.620, atom 2 (C): 0.808, atom 3 (C): 0.115, atom 4 (O): -0.552



Entry 2:
Computed, not measured: a structure of composition C6H11N2O6P2PtS2, with ωB97M-V/def2-TZVPD.

LUMO level (alpha / beta) = -9.1 / -10.4 eV
Orbital gap (alpha / beta) = 7.575 / 6.271 eV

```
! wB97M-V def2-TZVPD RIJCOSX def2/J DEFGRID3
* xyz 2 2
Pt -0.6100 -1.3053 0.5549
N 2.2505 2.6040 0.7493
C 1.3911 1.3608 0.7794
C 1.6053 0.6988 2.1430
P 2.0172 0.2454 -0.5392
O 1.5290 0.9390 -1.8886
O 3.4681 0.1246 -0.4007
O 1.1633 -1.0632 -0.4002
P -0.3735 1.8954 0.6156
O -0.3557 2.8444 -0.6481
O -0.7426 2.5690 1.8535
O -1.0927 0.5815 0.1794
H 3.2460 2.3494 0.7843
H 2.0210 3.2129 1.5431
H 2.0837 3.1429 -0.1074
H 2.6271 0.3349 2.2611
H 0.9437 -0.1702 2.2696
H 1.3339 1.3830 2.9470
H 2.2273 0.9962 -2.5594
H -0.5744 2.4577 -1.5061
S 0.1657 -4.5734 1.1382
C -0.1652 -3.1433 0.8984
S -4.5511 -2.4994 -1.2044
C -3.3243 -2.4298 -2.3912
C -2.1423 -2.0686 -1.8456
N -2.2394 -1.8768 -0.4827
C -3.4536 -2.0818 -0.0055
H -3.5310 -2.6441 -3.4276
H -1.1963 -1.9255 -2.3437
H -3.7209 -1.9583 1.0336
*
```

These are the Mulliken partial charges, in e, on atoms 1 to 4: atom 1 (Pt): 1.448, atom 2 (N): -0.196, atom 3 (C): 0.186, atom 4 (C): -1.449



Entry 3:
Computed, not measured: the molecule C4H7NO, with ωB97M-V/def2-TZVPD.

LUMO level = 1.1 eV
SMILES = O/C=N/C1CC1
Orbital gap = 10.230 eV

```
! wB97M-V def2-TZVPD RIJCOSX def2/J DEFGRID3
* xyz 0 1
C -0.6623 -0.1421 -0.5122
C -0.5151 1.3161 -0.1827
C -1.5128 0.4833 0.5496
C 1.5368 -0.8633 -0.2272
N 0.3115 -1.0094 -0.1255
O 2.3237 -1.8388 0.2188
H -1.0418 -0.4313 -1.3874
H 0.3557 1.7757 0.2123
H -0.9417 2.1844 -0.6998
H -1.2093 0.3298 1.5283
H -2.4973 0.5885 0.5147
H 2.0347 0.1200 -0.5993
H 1.8180 -2.5129 0.7104
*
```

These are the Mulliken partial charges, in e, on atoms 1 to 4: atom 1 (C): -0.053, atom 2 (C): -0.560, atom 3 (C): -0.653, atom 4 (C): 0.187



Entry 4:
Computed, not measured: the molecule C5H8N2, with ωB97M-V/def2-TZVPD.

LUMO level = 0.8 eV
SMILES = Cn1cccc1N
Orbital gap = 8.623 eV

```
! wB97M-V def2-TZVPD RIJCOSX def2/J DEFGRID3
* xyz 0 1
C -1.6048 -1.0469 0.3532
N 0.0204 -0.6196 0.2408
C 1.3902 -1.0212 0.3763
C 2.2044 0.0424 -0.0041
C 1.3616 1.1154 -0.3854
C 0.0780 0.6564 -0.2245
N -1.1836 1.1973 -0.4096
H -2.4575 -0.3256 0.5049
H -1.8631 -1.5180 -0.5968
H -1.6365 -1.6925 1.2076
H 1.7531 -1.9884 0.7087
H 3.2996 0.0813 -0.0170
H 1.6346 2.1079 -0.7265
H -1.5285 1.8127 0.2987
H -1.5346 1.2970 -1.3376
*
```

These are the Mulliken partial charges, in e, on atoms 1 to 4: atom 1 (C): -0.669, atom 2 (N): 0.091, atom 3 (C): -0.829, atom 4 (C): -0.173



Entry 5:
Computed, not measured: a cluster of 7 separate species, C22H66N2O25P7 in total, with ωB97M-V/def2-TZVPD.

LUMO level = -4.4 eV
Orbital gap = 6.535 eV

```
! wB97M-V def2-TZVPD RIJCOSX def2/J DEFGRID3
* xyz 1 1
O -6.5502 -2.6109 3.3967
P -6.1510 -2.1786 2.0646
N -4.7185 -3.1364 1.5319
C -3.7790 -2.3789 0.6253
C -2.7769 -1.4898 1.3613
N -2.2974 -2.0105 2.6586
C -3.3417 -2.6402 3.4706
C -3.9728 -3.7517 2.6704
H -5.8592 -0.8057 2.0646
H -7.1836 -2.5240 1.1769
H -5.1116 -3.8963 0.9689
H -4.4030 -1.7263 0.0094
H -3.3222 -3.0695 -0.0768
H -3.1491 -0.4619 1.4182
H -1.8990 -1.4318 0.7142
H -2.0015 -1.1922 3.1750
H -2.8391 -3.1219 4.3092
H -4.0661 -1.9460 3.9100
H -4.5953 -4.4120 3.2640
H -3.1788 -4.3700 2.2517
C 3.4484 0.0573 1.9903
O 2.3094 -0.3497 1.2040
P 2.3933 -1.5226 0.0663
O 0.9556 -1.8513 -0.0951
O 3.1798 -2.5305 1.0825
C 2.4628 -3.1471 2.1432
O 3.0711 -2.2127 -1.2465
C 3.4086 -3.5949 -1.2255
H 3.5299 1.1410 1.9620
H 3.2733 -0.2351 3.0257
H 4.3804 -0.3783 1.6437
H 1.4422 -2.7725 2.2257
H 2.9887 -2.9535 3.0792
H 2.4433 -4.2247 1.9741
H 2.5653 -4.1934 -0.8782
H 4.2845 -3.7881 -0.6119
H 3.6448 -3.8719 -2.2516
C 9.3131 3.6292 1.9760
O 8.0898 2.9994 2.3741
P 6.6456 3.7927 2.3820
O 5.7056 2.6503 2.4011
O 6.8981 4.3754 0.8808
C 6.7837 3.4678 -0.2181
O 5.6971 5.0557 2.7879
C 4.9138 5.6986 1.7861
H 10.0741 3.4344 2.7304
H 9.6438 3.1719 1.0435
H 9.2111 4.7023 1.8351
H 6.6515 2.4359 0.1009
H 7.6923 3.5362 -0.8176
H 5.9405 3.7660 -0.8393
H 4.3388 4.9698 1.2123
H 5.5230 6.3011 1.1251
H 4.2212 6.3641 2.2995
C 10.2448 9.1117 0.6878
O 8.9125 9.2537 0.1772
P 7.5784 9.0302 1.1100
O 6.5456 9.7115 0.3026
O 8.1489 9.9620 2.3182
C 8.1578 11.3782 2.1534
O 6.7031 8.0858 2.1117
C 6.1567 8.6314 3.3074
H 10.8150 8.4712 0.0167
H 10.7159 10.0945 0.6897
H 10.2721 8.6969 1.6924
H 7.8683 11.6788 1.1474
H 9.1635 11.7470 2.3595
H 7.4724 11.8192 2.8770
H 5.6177 9.5559 3.0978
H 6.9230 8.8047 4.0590
H 5.4616 7.8899 3.6982
C 6.2932 3.7138 -5.8835
O 6.2018 3.0837 -4.5989
P 4.7670 2.5089 -3.9714
O 5.4325 1.6470 -2.9457
O 4.4141 1.7367 -5.3659
C 5.2330 0.6467 -5.7813
O 3.2258 2.2888 -3.3997
C 2.4907 1.1362 -3.7815
H 6.8424 4.6486 -5.7825
H 6.8660 3.0614 -6.5433
H 5.3215 3.9133 -6.3286
H 6.1058 0.5186 -5.1421
H 5.5646 0.8278 -6.8044
H 4.6336 -0.2639 -5.7678
H 3.0852 0.2332 -3.6289
H 2.1511 1.1926 -4.8133
H 1.6123 1.1000 -3.1375
C -10.6846 -3.3836 -1.3522
O -9.5758 -2.4667 -1.3215
P -8.0294 -2.9095 -1.7217
O -7.5550 -1.5032 -1.9227
O -8.4685 -3.6623 -3.0793
C -9.0010 -2.8942 -4.1653
O -6.4932 -3.5680 -1.7224
C -5.8693 -3.8850 -2.9668
H -11.2310 -3.3112 -0.4143
H -11.3617 -3.0824 -2.1509
H -10.3748 -4.4148 -1.5104
H -9.1560 -1.8507 -3.8957
H -9.9530 -3.3305 -4.4648
H -8.3106 -2.9573 -5.0051
H -5.9270 -3.0358 -3.6478
H -6.3079 -4.7676 -3.4253
H -4.8236 -4.0999 -2.7496
C -8.9346 -5.1322 2.3861
O -10.0137 -5.6011 1.5696
P -9.8107 -6.7477 0.3643
O -11.2642 -7.0705 0.2821
O -8.9683 -7.7447 1.3330
C -9.6339 -8.3629 2.4373
O -9.3852 -7.5217 -1.0296
C -9.1490 -8.9253 -1.0102
H -8.9450 -4.0413 2.4032
H -9.0987 -5.4777 3.4065
H -7.9602 -5.4803 2.0426
H -10.6489 -7.9906 2.5680
H -9.0623 -8.1656 3.3447
H -9.6581 -9.4389 2.2701
H -9.9742 -9.4434 -0.5202
H -8.2070 -9.1728 -0.5255
H -9.0905 -9.2451 -2.0489
*
```

These are the Mulliken partial charges, in e, on atoms 1 to 4: atom 1 (O): -0.595, atom 2 (P): 0.605, atom 3 (N): -0.036, atom 4 (C): -0.570



Q: What is the formula in the fourth record?
A: C5H8N2